Entry from the Open Molecules 2025 dataset: a molecular structure, C30H37BBaN15O4 (ωB97M-V/def2-TZVPD).

Geometry as XYZ:
```
88
Properties=species:S:1:pos:R:3:mulliken_charge:R:1
Ba 0.283 -0.187 -0.536 1.12
O 4.592 -6.569 1.423 -0.55
O 0.550 2.388 -0.247 -0.63
O 4.816 -6.048 3.505 -0.54
O -0.171 2.391 1.014 0.02
N -1.891 0.231 2.500 -0.08
N 1.171 2.244 -3.464 0.47
N -1.568 0.944 -2.801 0.06
N -2.428 1.935 0.521 1.95
N 4.466 -5.822 2.372 0.93
N -1.425 2.822 0.758 -0.43
N -4.127 1.306 2.264 0.63
N -0.749 -0.364 2.071 0.63
N 1.445 -0.779 -3.316 -0.23
N -2.535 -0.723 -0.479 0.56
N 2.941 1.190 -1.219 -0.06
N 1.382 -2.814 -0.058 0.75
N 2.456 -0.675 1.287 0.58
N -5.383 1.217 1.752 -1.05
N -3.364 -0.397 0.544 0.08
C -4.356 -1.306 0.654 -0.15
C -5.320 2.837 3.324 -0.99
C 4.315 -1.043 3.327 -0.87
C -1.701 4.019 0.222 -0.60
C -1.350 2.075 -3.706 -1.29
C 2.835 -4.350 1.108 0.59
C 2.209 -5.426 0.446 -0.66
C 0.817 -3.844 -0.656 -0.24
C -3.042 -1.830 -1.013 -0.54
C 3.867 -2.141 2.570 1.36
C -0.220 -0.948 3.135 -0.44
C 2.286 2.924 -2.814 -0.80
C 3.807 0.202 3.066 -1.11
C -6.101 2.114 2.398 -0.34
C 2.372 -3.050 0.834 0.10
C -0.132 2.859 -3.259 0.15
C -4.192 -2.246 -0.335 -1.45
C 2.878 0.333 2.028 -0.49
C 1.190 -5.171 -0.431 -1.15
C -2.071 -0.020 3.823 -0.34
C 0.964 -0.082 -4.510 -0.74
C -1.014 -0.765 4.273 -1.56
C 2.920 -1.914 1.562 -1.18
C -3.381 2.636 -0.109 -0.27
C 4.345 -3.466 2.817 -0.89
C 3.411 2.030 -2.311 -1.14
C 3.868 -4.497 2.102 0.17
C -4.068 2.303 3.195 -0.28
C -2.961 3.946 -0.330 -1.26
C 1.449 1.371 -4.595 -1.04
B -2.957 0.701 1.526 0.00
H 0.676 -5.972 -0.941 0.47
H 5.092 -3.642 3.580 0.55
H 1.312 -0.537 -5.443 0.47
H -3.526 4.743 -0.781 0.54
H 2.452 -0.678 -3.223 0.16
H -2.571 -2.283 -1.876 0.47
H -3.147 2.553 3.696 0.58
H -1.242 1.716 -4.730 0.40
H 3.815 1.408 -3.112 0.43
H 4.104 1.069 3.638 0.49
H -5.120 -1.201 1.403 0.55
H 2.542 1.780 -0.487 0.04
H -2.183 2.783 -3.723 0.62
H -2.210 0.275 -3.214 0.24
H -4.349 2.185 -0.271 0.57
H -0.847 -1.132 5.270 0.47
H 1.875 3.503 -1.987 0.63
H 2.689 3.619 -3.564 0.41
H 0.707 -1.491 3.050 0.37
H 3.709 0.668 -0.813 0.16
H 4.217 2.715 -2.026 0.54
H 0.973 1.831 -5.468 0.45
H -0.962 4.801 0.260 0.55
H 0.010 -3.627 -1.351 0.43
H 2.452 1.308 1.807 0.46
H -2.948 0.316 4.346 0.63
H 2.525 1.389 -4.758 0.56
H -5.636 3.620 3.991 0.46
H -0.075 3.822 -3.791 0.26
H -7.154 2.211 2.186 0.48
H 5.043 -1.200 4.113 0.49
H 1.294 -1.775 -3.450 0.24
H -4.819 -3.094 -0.545 0.47
H -0.189 3.085 -2.188 0.03
H -2.046 1.255 -1.958 -0.29
H 2.530 -6.438 0.636 0.54
H -0.120 -0.122 -4.511 0.33
```

Values from the calculation:
max |F|: 0.2 eV Å⁻¹
HOMO energy (spin up / spin down): -13.39 / -13.39 eV
energy relative to the best compared isomer or geometry (same formula, charge and spin): 21.6 kcal/mol
2S+1: 2
<S²>: 0.754
LUMO (spin up / spin down): -5.143 / -8.383 eV
charge: +2